Run P
DFT (wB97M-V/def2-TZVPD) results for 2 unconnected molecules or ions with the total composition C4H6ClN.

- Structure (SMILES): C/C=C/Cl.C#N
- LUMO energy: 0.9 eV
- Orbital gap: 10.1 eV

Geometry (Å):
C 0.916 -1.537 -0.056
C 0.086 -0.608 0.743
C -1.113 -0.171 0.283
Cl -2.066 0.890 1.251
H 1.921 -1.410 -0.254
H 0.326 -1.652 -0.922
H 1.073 -2.476 0.467
H 0.505 -0.347 1.693
H -1.435 -0.378 -0.710
C -0.146 2.539 -0.805
N 0.426 2.949 0.057
H -0.493 2.200 -1.747

Now the Mulliken charges, all in e:
1. C -1.14
2. C 0.27
3. C -0.64
4. Cl -0.16
5. H 0.36
6. H 0.28
7. H 0.28
8. H 0.33
9. H 0.39
10. C 0.08
11. N -0.33
12. H 0.27

Run Q
DFT (wB97M-V/def2-TZVPD) results for 2 unconnected molecules or ions with the total composition C4H6ClN.

- Structure (SMILES): C=C(Cl)C#N.C
- LUMO energy: 0.0 eV
- Orbital gap: 10.5 eV

Geometry (Å):
C -0.197 -2.333 -1.374
C 0.049 -1.930 -0.132
Cl 1.634 -1.419 0.381
C -0.907 -1.981 0.909
N -1.672 -2.063 1.756
H -1.177 -2.682 -1.651
H 0.570 -2.325 -2.128
C 0.202 1.466 1.214
H 0.265 0.622 1.889
H -0.476 2.203 1.634
H 1.178 1.911 1.079
H -0.185 1.141 0.256

Now the Mulliken charges, all in e:
1. C -0.73
2. C 0.46
3. Cl -0.14
4. C 0.17
5. N -0.36
6. H 0.30
7. H 0.28
8. C -0.97
9. H 0.18
10. H 0.30
11. H 0.27
12. H 0.22

Most stable structure: run Q

Run P
DFT (wB97M-V/def2-TZVPD) results for 2 unconnected molecules or ions with the total composition C3H11NOS.

- Structure (SMILES): CCS.NCO
- LUMO energy: 0.8 eV
- Orbital gap: 9.9 eV

Geometry (Å):
C 2.019 -1.117 0.767
C 0.550 -1.467 0.467
S -0.604 -0.566 1.571
H 2.166 -0.068 0.545
H 2.247 -1.324 1.814
H 2.604 -1.819 0.166
H 0.298 -2.503 0.589
H 0.325 -1.173 -0.555
H 0.002 -0.912 2.715
N -0.843 2.220 -0.478
C -0.916 1.253 -1.535
O -1.781 0.124 -1.275
H -0.792 1.693 0.394
H -1.702 2.759 -0.405
H 0.066 0.795 -1.613
H -1.175 1.684 -2.499
H -2.464 0.420 -0.666

Now the Mulliken charges, all in e:
1. C -1.03
2. C -0.34
3. S -0.29
4. H 0.32
5. H 0.34
6. H 0.29
7. H 0.39
8. H 0.22
9. H 0.11
10. N -0.55
11. C -0.26
12. O -0.53
13. H 0.25
14. H 0.26
15. H 0.21
16. H 0.31
17. H 0.31

Run Q
DFT (wB97M-V/def2-TZVPD) results for 2 unconnected molecules or ions with the total composition C3H11NOS.

- Structure (SMILES): NCCCS.O
- LUMO energy: 0.6 eV
- Orbital gap: 9.8 eV

Geometry (Å):
N -0.863 -2.522 0.730
C 0.231 -1.517 0.332
C 0.125 -0.061 0.704
C 1.448 0.624 0.489
S 0.893 2.449 0.578
H -1.211 -3.023 -0.090
H -1.738 -2.089 1.145
H 1.184 -1.851 0.804
H 0.268 -1.722 -0.698
H -0.559 0.229 -0.128
H -0.372 0.099 1.768
H 1.877 0.409 -0.469
H 2.227 0.510 1.185
H 2.101 3.063 0.290
O -2.352 -1.217 -2.693
H -2.541 -0.648 -3.403
H -1.498 -1.047 -2.367

Now the Mulliken charges, all in e:
1. N -0.65
2. C -0.63
3. C -0.39
4. C -0.62
5. S -0.25
6. H 0.28
7. H 0.25
8. H 0.24
9. H 0.32
10. H 0.23
11. H 0.30
12. H 0.40
13. H 0.41
14. H 0.13
15. O -0.61
16. H 0.30
17. H 0.29

Run R
DFT (wB97M-V/def2-TZVPD) results for a molecular structure, C3H11NOS.

- LUMO energy: -0.1 eV
- Orbital gap: 9.1 eV

Geometry (Å):
C -1.167 -0.413 -0.195
O -1.995 -1.060 -1.177
C -0.456 -1.539 0.540
N 0.473 -1.125 1.600
H -1.820 0.106 0.520
H -0.469 0.267 -0.677
H -2.306 -0.348 -1.744
H -1.230 -2.185 0.959
H 0.017 -2.139 -0.261
H 0.744 -1.939 2.139
H 1.501 -0.433 -0.641
H 1.325 -0.683 1.218
C 0.971 2.380 -0.502
S 2.154 1.107 0.012
H 0.857 2.392 -1.585
H 0.013 2.265 0.002
H 1.387 3.346 -0.209

Now the Mulliken charges, all in e:
1. C 0.23
2. O -0.54
3. C -0.73
4. N -0.49
5. H 0.27
6. H -0.20
7. H 0.30
8. H 0.39
9. H 0.32
10. H 0.23
11. H 0.12
12. H 0.12
13. C -0.68
14. S -0.24
15. H 0.30
16. H 0.25
17. H 0.33

Most stable structure: run P

Run P
DFT (wB97M-V/def2-TZVPD) results for 3 unconnected molecules or ions with the total composition C3H11NOS.

- LUMO energy: -0.9 eV
- Orbital gap: 8.2 eV

Geometry (Å):
C 0.105 0.287 -0.948
C -0.302 -0.674 0.146
C 0.927 -1.531 0.650
S 0.333 -2.704 1.833
N -1.000 1.196 -1.356
H 0.935 0.923 -0.646
H 0.431 -0.283 -1.840
H -1.028 -1.400 -0.225
H -0.643 -0.164 1.048
H 1.521 -1.890 -0.191
H 1.429 -0.734 1.223
H 2.228 -3.277 1.677
H -1.778 0.636 -1.632
H -0.753 1.689 -2.191
H -0.945 2.111 0.215
H -0.794 3.389 1.096
O -0.665 2.425 1.141

Now the Mulliken charges, all in e:
1. C -0.79
2. C -0.71
3. C -0.62
4. S -0.21
5. N -0.62
6. H 0.33
7. H 0.44
8. H 0.40
9. H 0.43
10. H 0.45
11. H 0.32
12. H 0.12
13. H 0.19
14. H 0.22
15. H 0.46
16. H 0.30
17. O -0.69

Run Q
DFT (wB97M-V/def2-TZVPD) results for 2 unconnected molecules or ions with the total composition C3H11NOS.

- Structure (SMILES): C[C@H](N)CS.O
- LUMO energy: 0.7 eV
- Orbital gap: 9.5 eV

Geometry (Å):
C 1.687 -1.625 1.394
C 0.898 -0.558 0.659
N 0.573 0.524 1.632
C -0.263 -1.043 -0.197
S -0.501 -0.137 -1.773
H 2.306 -1.166 2.168
H 1.137 -2.507 1.711
H 2.511 -1.934 0.741
H 1.607 0.015 0.052
H -0.060 1.196 1.209
H 0.042 0.191 2.424
H -1.182 -0.933 0.380
H -0.122 -2.102 -0.417
H 0.693 0.483 -1.712
O -1.598 2.387 0.087
H -1.954 3.018 0.717
H -1.770 2.742 -0.816

Now the Mulliken charges, all in e:
1. C -1.52
2. C 0.41
3. N -0.68
4. C -0.62
5. S -0.25
6. H 0.42
7. H 0.36
8. H 0.36
9. H 0.23
10. H 0.22
11. H 0.24
12. H 0.33
13. H 0.38
14. H 0.13
15. O -0.58
16. H 0.28
17. H 0.30

Most stable structure: run Q

Run P
DFT (wB97M-V/def2-TZVPD) results for 10 unconnected molecules or ions with the total composition C10H40O10.

- Structure (SMILES): CO.CO.CO.CO.CO.CO.CO.CO.CO.CO
- LUMO energy: 0.1 eV
- Orbital gap: 9.5 eV

Geometry (Å):
C -28.052 10.842 10.382
O -26.854 11.115 9.759
H -28.865 11.125 9.757
H -28.164 11.342 11.356
H -28.124 9.789 10.613
H -26.284 11.480 10.519
C -31.890 6.849 5.437
O -31.077 5.692 5.449
H -32.820 6.443 4.984
H -31.425 7.557 4.767
H -31.941 7.343 6.389
H -30.332 5.927 6.019
C -29.299 14.343 6.528
O -29.888 13.954 5.303
H -29.678 13.662 7.341
H -29.528 15.314 6.861
H -28.168 14.232 6.546
H -29.572 14.718 4.778
C -30.307 7.441 10.670
O -29.034 7.470 10.236
H -30.883 7.792 9.816
H -30.440 8.081 11.510
H -30.758 6.527 10.943
H -28.370 7.143 10.844
C -25.525 8.682 7.924
O -26.882 8.853 8.220
H -25.128 9.381 7.120
H -25.341 7.683 7.651
H -25.015 8.841 8.791
H -27.019 9.613 8.774
C -30.912 10.656 3.917
O -29.873 9.774 3.673
H -31.649 10.751 3.118
H -30.549 11.656 4.119
H -31.289 10.485 4.896
H -29.049 10.108 3.876
C -27.411 11.314 6.334
O -28.313 11.423 5.307
H -26.850 12.218 6.403
H -26.621 10.497 6.291
H -28.014 11.230 7.254
H -28.753 12.241 5.386
C -28.043 7.046 5.968
O -28.610 6.935 7.210
H -27.017 7.344 6.010
H -28.627 7.867 5.616
H -28.195 6.224 5.325
H -28.346 7.705 7.723
C -30.417 9.645 7.336
O -30.855 11.070 7.339
H -31.092 8.943 7.862
H -29.444 9.560 7.869
H -30.214 9.266 6.391
H -30.087 11.598 7.117
C -31.003 4.989 8.436
O -29.686 4.819 9.036
H -30.948 6.059 8.101
H -31.806 4.859 9.158
H -31.269 4.334 7.625
H -29.087 5.183 8.364

Now the Mulliken charges, all in e:
1. C -0.65
2. O -0.54
3. H 0.16
4. H 0.46
5. H 0.27
6. H 0.33
7. C -0.32
8. O -0.54
9. H 0.32
10. H 0.16
11. H 0.10
12. H 0.20
13. C -0.64
14. O -0.46
15. H 0.20
16. H 0.40
17. H 0.25
18. H 0.29
19. C -0.71
20. O -0.20
21. H 0.16
22. H 0.35
23. H 0.33
24. H 0.19
25. C -1.08
26. O -0.24
27. H 0.29
28. H 0.34
29. H 0.41
30. H 0.20
31. C -0.41
32. O -0.54
33. H 0.35
34. H 0.11
35. H 0.17
36. H 0.37
37. C -0.27
38. O -0.43
39. H 0.37
40. H -0.07
41. H 0.14
42. H 0.28
43. C -0.99
44. O 0.01
45. H 0.21
46. H 0.36
47. H 0.38
48. H 0.14
49. C 1.11
50. O -0.58
51. H 0.15
52. H -0.44
53. H -0.54
54. H 0.04
55. C -0.19
56. O -0.58
57. H -0.23
58. H 0.33
59. H 0.30
60. H 0.39

Run Q
DFT (wB97M-V/def2-TZVPD) results for 10 unconnected molecules or ions with the total composition C10H40O10.

- Structure (SMILES): CO.CO.CO.CO.CO.CO.CO.CO.CO.CO
- LUMO energy: 0.3 eV
- Orbital gap: 9.5 eV

Geometry (Å):
C -0.499 3.636 -1.550
O 0.596 2.708 -1.555
H -1.287 3.456 -2.284
H -1.020 3.595 -0.595
H -0.120 4.637 -1.761
H 0.700 2.461 -2.478
C -2.932 2.334 1.786
O -2.038 1.353 1.257
H -3.937 2.109 1.430
H -2.986 2.314 2.876
H -2.676 3.358 1.506
H -1.283 1.230 1.856
C 0.579 -2.265 -3.644
O 0.345 -3.034 -4.784
H -0.246 -1.593 -3.400
H 0.778 -2.919 -2.792
H 1.489 -1.682 -3.800
H -0.605 -3.159 -4.843
C 3.823 0.231 1.756
O 5.091 0.447 2.349
H 3.378 -0.749 1.933
H 3.058 0.949 2.066
H 3.898 0.416 0.684
H 5.032 0.100 3.244
C 0.353 -0.461 -0.089
O -0.932 -1.096 -0.083
H 0.649 -0.194 0.927
H 1.119 -1.099 -0.528
H 0.278 0.447 -0.688
H -1.584 -0.492 0.287
C -0.264 2.492 4.049
O 0.046 1.445 3.101
H -0.808 2.113 4.910
H 0.692 2.773 4.507
H -0.563 3.423 3.569
H 0.470 1.952 2.396
C -1.943 -4.165 -1.438
O -0.753 -3.815 -0.714
H -2.850 -3.703 -1.043
H -1.830 -3.617 -2.380
H -2.061 -5.219 -1.673
H -0.862 -2.939 -0.322
C 3.153 -3.755 -1.345
O 3.468 -4.595 -0.264
H 2.176 -3.291 -1.193
H 3.868 -2.941 -1.473
H 3.042 -4.310 -2.278
H 3.470 -5.518 -0.520
C -4.941 -0.772 -0.349
O -5.196 -2.089 -0.778
H -5.486 -0.692 0.597
H -3.893 -0.618 -0.099
H -5.334 -0.007 -1.022
H -6.111 -2.310 -0.597
C 2.539 4.082 1.033
O 1.469 3.112 1.086
H 2.796 4.348 2.055
H 3.320 3.711 0.371
H 2.124 4.974 0.556
H 1.241 2.892 0.175

Now the Mulliken charges, all in e:
1. C -0.58
2. O -0.59
3. H 0.37
4. H 0.07
5. H 0.32
6. H 0.30
7. C -0.85
8. O -0.44
9. H 0.24
10. H 0.31
11. H 0.27
12. H 0.43
13. C -0.46
14. O -0.56
15. H 0.30
16. H 0.07
17. H 0.34
18. H 0.32
19. C -0.45
20. O -0.54
21. H 0.33
22. H 0.18
23. H 0.22
24. H 0.29
25. C -0.22
26. O -0.43
27. H 0.23
28. H 0.17
29. H 0.11
30. H 0.17
31. C -0.76
32. O -0.50
33. H 0.29
34. H 0.32
35. H 0.31
36. H 0.34
37. C -0.46
38. O -0.48
39. H 0.19
40. H 0.12
41. H 0.28
42. H 0.38
43. C -0.32
44. O -0.53
45. H -0.06
46. H 0.24
47. H 0.35
48. H 0.30
49. C -0.15
50. O -0.50
51. H 0.33
52. H -0.19
53. H 0.26
54. H 0.30
55. C -0.75
56. O -0.29
57. H 0.27
58. H 0.27
59. H 0.31
60. H 0.22

Most stable structure: run Q

Run P
DFT (wB97M-V/def2-TZVPD) results for a single C5H4 molecule.

- Structure (SMILES): C=C=C=C=C
- LUMO energy: 0.6 eV
- Orbital gap: 9.3 eV

Geometry (Å):
C 0.521 1.652 1.066
C 0.752 1.032 0.002
C 0.550 0.134 -0.751
C 0.045 -0.898 -1.057
C -0.754 -1.810 -0.866
H 0.023 2.558 0.760
H 1.093 1.498 1.954
H -1.438 -1.348 0.036
H -0.792 -2.818 -1.144

Now the Mulliken charges, all in e:
1. C -0.88
2. C 0.17
3. C 0.19
4. C 0.31
5. C -0.85
6. H 0.26
7. H 0.29
8. H 0.19
9. H 0.32

Run Q
DFT (wB97M-V/def2-TZVPD) results for a single C5H4 molecule.

- Structure (SMILES): C#CC#CC
- LUMO energy: 0.1 eV
- Orbital gap: 9.5 eV

Geometry (Å):
C -1.259 -2.727 -1.331
C -0.673 -1.801 -0.765
C -0.150 -0.679 -0.209
C 0.266 0.355 0.252
C 0.858 1.540 0.830
H -2.116 -2.186 -1.735
H 0.149 2.061 1.477
H 1.211 2.218 0.050
H 1.714 1.219 1.431

Now the Mulliken charges, all in e:
1. C -0.97
2. C 0.51
3. C 0.21
4. C 0.12
5. C -0.98
6. H 0.26
7. H 0.27
8. H 0.27
9. H 0.29

Most stable structure: run Q

Run P
DFT (wB97M-V/def2-TZVPD) results for a single CH3OP molecule.

- LUMO energy (alpha / beta): -0.5 / 0.4 eV
- Orbital gap (alpha / beta): 7.3 / 8.3 eV

Geometry (Å):
C 0.124 -0.484 -0.875
O -0.073 -0.470 0.420
P -0.288 0.316 1.843
H 0.183 -1.453 -1.334
H 0.232 0.430 -1.435
H -0.178 1.661 1.381

Now the Mulliken charges, all in e:
1. C -0.32
2. O -0.23
3. P -0.01
4. H 0.30
5. H 0.27
6. H 0.00

Run Q
DFT (wB97M-V/def2-TZVPD) results for a single CH3OP molecule.

- Structure (SMILES): C1OP1
- LUMO energy: 0.8 eV
- Orbital gap: 10.5 eV

Geometry (Å):
C -0.552 0.119 -0.305
O 0.743 1.034 0.147
P 1.041 -0.603 0.019
H -1.272 0.243 0.438
H -0.595 0.285 -1.465
H 0.635 -1.078 1.166

Now the Mulliken charges, all in e:
1. C -0.30
2. O -0.34
3. P 0.12
4. H 0.32
5. H 0.22
6. H -0.01

Run R
DFT (wB97M-V/def2-TZVPD) results for a single CH3OP molecule.

- Structure (SMILES): C1OP1
- LUMO energy: 0.8 eV
- Orbital gap: 10.6 eV

Geometry (Å):
C 0.479 -0.263 -0.245
O 0.959 -0.662 0.953
P 0.634 1.021 1.033
H -0.371 -0.751 -0.585
H 1.189 -0.111 -1.042
H -0.642 1.168 1.444

Now the Mulliken charges, all in e:
1. C -0.23
2. O -0.32
3. P 0.05
4. H 0.28
5. H 0.20
6. H 0.02

Run S
DFT (wB97M-V/def2-TZVPD) results for 2 unconnected molecules or ions with the total composition CH3OP.

- LUMO energy (alpha / beta): -1.7 / -1.7 eV
- Orbital gap (alpha / beta): 7.9 / 7.9 eV

Geometry (Å):
C -0.754 -0.452 -0.188
O 3.055 -0.598 -0.816
P 1.731 -0.166 -0.341
H -1.004 -0.754 -1.173
H -1.070 0.549 -0.149
H 1.786 -0.125 1.168

Now the Mulliken charges, all in e:
1. C -0.54
2. O -0.44
3. P 0.42
4. H 0.24
5. H 0.24
6. H 0.08

Most stable structure: run R